1.
44
Properties=species:S:1:pos:R:3:forces:R:3 method="wB97M-V/def2-TZVPD" spin_multiplicity=3 e_lumo_ev="-8.6489 / -8.6973" total_charge=+2
V -0.03561 -1.29838 -0.01426 -0.2 2.0 -1.7
N 3.21409 0.75696 0.93121 -0.6 0.4 -0.7
C 3.73855 0.80026 -0.39356 -2.1 -0.2 -0.4
C 4.86903 1.38805 -0.94446 0.4 0.1 0.3
C 4.88706 1.65382 -2.30647 0.7 0.4 -0.3
C 3.74955 1.38052 -3.07643 0.8 0.2 -1.4
C 2.65210 0.73228 -2.57447 -0.3 -0.6 0.8
C 2.64857 0.39016 -1.21613 0.2 0.7 0.1
N 1.50461 0.06334 -0.40423 0.6 0.5 1.3
C 1.88450 0.46524 0.82251 0.7 -0.2 1.8
C 1.01348 0.39035 2.05073 -0.4 -1.2 -0.4
C 1.34278 0.60935 3.35884 0.6 0.3 -0.4
S 0.36449 -0.31147 4.43218 -0.7 1.0 -1.0
C -0.63139 -0.73334 3.09492 1.0 0.5 -1.1
N -0.18333 -0.33827 1.90757 1.3 -0.2 1.1
H 3.63608 1.21929 1.74908 -0.3 -0.5 -0.7
H 5.67960 1.66898 -0.29056 0.2 0.1 -0.1
H 5.77468 2.13974 -2.82225 -1.2 -0.7 1.0
H 3.79159 1.68230 -4.14408 -0.3 -0.3 0.9
H 1.77856 0.53307 -3.16169 -0.2 -0.1 -0.4
H 2.10088 1.33095 3.66711 0.0 -0.7 0.3
H -1.52600 -1.30851 3.15107 -0.4 -0.4 0.4
I 1.21056 3.57702 0.57070 0.1 -0.1 0.1
I 1.41773 6.54107 0.47509 0.0 0.5 0.0
N -1.42988 1.92720 -1.12951 0.9 0.1 0.1
C -2.17406 0.83281 -0.97324 -1.7 -0.4 -0.5
N -1.93322 -0.28846 -0.28327 1.3 0.8 -0.2
C -3.07262 -1.04911 -0.10346 -2.4 -0.3 -0.8
C -3.22644 -2.20742 0.66960 0.7 0.5 -0.2
C -4.48993 -2.79999 0.82763 1.2 0.3 -0.4
C -5.57751 -2.31432 0.11682 -0.4 0.0 0.7
C -5.44613 -1.21631 -0.70678 0.3 1.0 -0.8
C -4.21211 -0.56305 -0.80574 0.2 -0.9 0.4
S -3.81941 0.85682 -1.75593 1.3 -0.3 1.2
H -0.51842 2.07089 -0.63757 -1.2 -0.2 -0.7
H -1.83068 2.72585 -1.64510 0.5 -0.8 0.5
H -2.28724 -2.59579 1.10043 -0.7 -0.2 0.3
H -4.59098 -3.64889 1.47794 -0.1 -0.2 0.1
H -6.55916 -2.74103 0.32025 0.2 0.0 -0.4
H -6.27887 -0.81200 -1.28742 0.1 -0.3 0.3
I -0.24595 -2.28787 -2.35040 0.1 0.1 0.3
C 0.69356 -2.74495 0.68167 0.5 -1.4 0.4
H 0.38409 -3.58361 1.32250 -0.1 0.3 -0.2
H 1.73281 -2.89353 0.29916 -0.6 0.3 0.1

=====

2.
12
Properties=species:S:1:pos:R:3:forces:R:3 method="wB97M-V/def2-TZVPD" e_lumo_ev=0.8784 de_lowest_ev=1.336 smiles=Nc1cncnc1
N 0.69466 -1.48928 1.17147 -0.1 0.2 -0.1
C 0.29718 -0.64169 0.12225 -0.2 0.4 -0.1
C -1.00591 -0.61532 -0.39047 0.0 0.0 0.2
N -1.54965 0.53624 -0.78099 0.3 0.0 0.0
C -0.74091 1.59485 -0.78088 0.0 0.0 -0.3
N 0.58960 1.52938 -0.78181 -0.2 -0.2 0.0
C 1.11740 0.37061 -0.39056 -0.1 0.0 0.2
H -0.12424 -1.63227 1.75559 0.2 -0.4 -0.1
H 1.32694 -0.94739 1.75344 0.2 -0.4 -0.1
H -1.60809 -1.52753 -0.44490 0.0 0.3 0.3
H -1.19993 2.58166 -0.79226 0.1 -0.2 -0.3
H 2.20296 0.24076 -0.44088 -0.3 0.2 0.3

=====

3.
134
Properties=species:S:1:pos:R:3:forces:R:3 method="wB97M-V/def2-TZVPD" e_lumo_ev=-0.6455 de_lowest_ev=0.000
C -0.75209 -7.28515 -4.66851 0.1 0.3 0.2
C -0.68405 -5.76612 -4.81898 -0.1 -0.2 0.0
C -0.20316 -5.07869 -3.54473 -0.1 -0.1 -0.1
O 0.71037 -4.05684 -3.89988 0.0 0.1 -0.2
C 0.99655 -3.12728 -2.87734 0.1 0.1 -0.1
C 1.58835 -3.74938 -1.63734 0.3 -0.1 -0.4
C 2.88277 -4.38974 -1.73888 -0.4 0.1 -0.1
Br 3.76035 -4.43658 -3.40516 0.3 0.1 -0.2
C 3.50901 -4.99153 -0.70813 0.2 -0.1 0.1
C 2.84740 -4.97420 0.53991 0.0 0.0 0.2
N 3.28908 -5.50891 1.68275 0.1 -0.1 -0.1
S 2.16371 -5.22618 2.77901 -0.1 0.1 0.1
N 1.08743 -4.41932 1.91068 -0.1 0.0 0.0
C 1.57697 -4.34409 0.66677 0.2 -0.2 0.2
C 0.93600 -3.72566 -0.44593 -0.3 0.1 0.3
C -0.41103 -3.10541 -0.20154 -0.2 -0.1 -0.1
C -0.40436 -1.63212 0.29038 0.1 0.3 -0.2
C 0.97993 -1.12176 0.68727 -0.2 0.1 0.2
C -1.02018 -0.67109 -0.75503 -0.1 -0.1 0.1
H -1.06149 -7.76510 -5.59443 -0.1 -0.1 -0.1
H 0.22449 -7.67577 -4.37871 0.0 -0.1 0.0
H -1.46213 -7.54586 -3.88261 0.0 -0.1 0.0
H -0.00782 -5.49282 -5.62964 0.1 0.0 0.0
H -1.66960 -5.38818 -5.09284 0.0 0.1 -0.1
H 0.28007 -5.81537 -2.89307 0.1 0.0 0.1
H -1.04848 -4.64990 -2.99391 0.0 0.0 0.1
H 1.73070 -2.44621 -3.30891 0.0 0.1 0.0
H 0.11050 -2.53596 -2.63648 0.0 -0.1 0.0
H 4.47191 -5.46265 -0.82590 0.0 0.0 0.0
H -1.00380 -3.17001 -1.11217 0.0 0.0 0.1
H -0.91522 -3.73388 0.53060 0.0 0.0 0.1
H -1.02847 -1.56656 1.18104 0.0 -0.2 0.0
H 0.87910 -0.13036 1.13158 0.0 0.1 0.0
H 1.62760 -1.02754 -0.18491 0.1 -0.1 0.0
H 1.45323 -1.75893 1.43300 0.1 0.0 0.0
H -0.28170 0.03081 -1.14001 0.0 0.1 0.0
H -1.83807 -0.09722 -0.32226 0.0 0.1 0.0
H -1.43972 -1.20567 -1.60698 0.0 0.0 0.0
C 2.49840 -2.97194 -6.49623 -0.2 0.0 0.1
O 2.59756 -3.02926 -7.92477 0.0 0.1 0.0
C 3.74543 -3.53561 -8.36620 -0.1 0.0 0.0
O 4.64239 -3.95372 -7.67972 0.0 -0.1 0.0
O 3.73511 -3.50373 -9.69771 0.0 0.0 0.0
C 4.91927 -4.02240 -10.31112 0.1 0.0 -0.2
H 1.50712 -2.58890 -6.27463 0.0 0.0 -0.1
H 2.60279 -3.96416 -6.06639 0.0 0.0 0.0
H 3.25765 -2.30858 -6.08506 0.1 0.0 0.0
H 5.06678 -5.06806 -10.04882 0.0 0.0 0.1
H 5.79134 -3.44306 -10.01519 0.0 0.0 0.1
H 4.76708 -3.92918 -11.38234 0.0 0.0 0.0
C 0.08320 -0.33026 4.73175 0.1 -0.2 0.0
O -0.58223 0.75679 4.08187 0.0 0.0 0.0
C -0.60623 1.88510 4.78807 0.0 0.0 0.0
O -0.12446 2.03911 5.88042 0.1 0.0 0.1
O -1.25112 2.80963 4.08302 0.0 0.0 0.0
C -1.35445 4.08123 4.73300 -0.1 0.2 0.0
H 0.02439 -1.16926 4.04391 0.0 0.0 0.0
H 1.12644 -0.08432 4.92066 0.0 0.0 0.0
H -0.40955 -0.58347 5.66826 0.0 0.1 0.0
H -0.36623 4.49635 4.92075 0.0 0.0 0.0
H -1.90053 3.98911 5.66961 0.0 0.0 0.0
H -1.90300 4.72426 4.05183 0.0 -0.1 0.0
C 0.60928 2.74687 9.27318 0.1 0.0 -0.1
O -0.46475 3.44333 9.92406 0.0 0.0 0.0
C -1.56616 2.71915 10.09922 0.0 0.1 0.0
O -1.72642 1.57437 9.76954 0.0 0.0 0.0
O -2.46970 3.48399 10.71866 0.0 0.0 0.0
C -3.71088 2.82548 10.98281 -0.1 0.0 0.0
H 1.42547 3.45993 9.20736 0.0 0.0 0.0
H 0.92012 1.88761 9.86475 -0.1 0.0 0.0
H 0.31277 2.43026 8.27641 0.0 0.0 0.0
H -3.55808 1.96442 11.63042 0.0 0.0 0.0
H -4.17997 2.50525 10.05453 0.0 0.0 0.0
H -4.33520 3.56049 11.48166 0.0 0.0 0.0
C 3.37243 -1.18001 -13.25850 -0.1 0.0 0.2
O 3.47213 -1.20445 -14.68490 0.0 0.0 0.0
C 4.60714 -1.73108 -15.13931 0.0 0.0 0.0
O 5.49858 -2.17469 -14.46286 0.0 0.0 0.0
O 4.58834 -1.68383 -16.46979 0.0 0.0 0.0
C 5.75723 -2.22227 -17.09417 0.0 0.0 -0.1
H 2.40512 -0.74450 -13.02902 0.0 0.0 -0.1
H 3.42638 -2.18885 -12.85463 0.0 0.0 0.0
H 4.16356 -0.56884 -12.82868 0.0 0.0 0.0
H 5.87848 -3.27287 -16.83837 0.0 0.0 0.0
H 6.64295 -1.66724 -16.79194 0.0 0.0 0.0
H 5.59662 -2.11499 -18.16235 0.0 0.0 0.0
C -6.46735 4.95636 5.22676 0.0 -0.1 0.0
O -5.35293 5.71481 4.74924 0.0 0.0 0.0
C -5.64518 6.97321 4.41877 0.1 0.0 0.0
O -6.73152 7.48432 4.49351 0.0 0.0 0.0
O -4.52974 7.56108 3.99452 0.0 0.0 0.0
C -4.69756 8.92915 3.60271 0.0 0.2 -0.1
H -6.07700 3.96835 5.45111 0.0 0.0 0.0
H -6.88050 5.40749 6.12666 0.0 0.0 0.0
H -7.23925 4.88709 4.46307 0.0 0.0 0.0
H -5.04321 9.52694 4.44346 0.0 0.0 0.0
H -5.40302 9.01130 2.77923 0.0 0.0 0.0
H -3.72028 9.27323 3.28044 0.0 -0.1 0.0
C -4.04750 13.53062 -0.26181 0.1 0.1 -0.1
O -5.44588 13.67154 0.00439 0.0 0.0 0.0
C -5.95199 12.72785 0.79464 -0.1 0.0 0.0
O -5.34043 11.80923 1.27601 0.1 -0.1 0.0
O -7.24896 12.97129 0.96257 0.0 0.0 0.0
C -7.92378 12.02440 1.79772 -0.1 0.0 0.0
H -3.78579 14.36121 -0.90972 0.0 0.0 0.0
H -3.47480 13.58290 0.66190 0.0 0.0 0.0
H -3.84675 12.58696 -0.76493 0.0 0.0 0.0
H -7.49388 12.02016 2.79723 0.0 0.0 0.0
H -7.86573 11.02589 1.36944 0.0 0.0 0.0
H -8.95761 12.35215 1.83872 0.0 0.0 0.0
C 2.97733 -7.18510 -6.31801 0.0 0.2 0.0
O 2.35131 -8.26188 -7.02356 0.0 0.0 0.0
C 1.90886 -9.24090 -6.23893 0.0 0.0 -0.1
O 1.98632 -9.27463 -5.03837 0.0 0.0 0.0
O 1.36032 -10.18007 -7.00937 0.0 0.0 0.0
C 0.83702 -11.29803 -6.28754 -0.1 -0.1 0.0
H 3.26576 -6.45392 -7.06784 0.0 -0.1 0.0
H 2.28066 -6.73576 -5.61114 0.0 0.0 0.0
H 3.86059 -7.53441 -5.78733 0.0 0.0 0.0
H 0.05180 -10.97954 -5.60460 0.0 0.0 0.0
H 1.62631 -11.79751 -5.72935 0.0 0.0 0.0
H 0.42922 -11.96878 -7.03746 0.0 0.0 0.0
C 0.61669 3.92802 13.12331 -0.1 0.1 -0.1
O 0.75255 3.27596 14.39099 0.0 0.0 0.0
C 1.64747 2.29184 14.40176 0.0 0.0 0.0
O 2.31477 1.93302 13.46664 0.0 0.0 0.0
O 1.68106 1.76877 15.62725 0.0 0.0 0.0
C 2.60788 0.69061 15.77966 0.0 -0.1 0.1
H -0.14219 4.69260 13.25580 0.0 0.0 0.1
H 1.55817 4.38604 12.82639 0.0 0.0 0.0
H 0.29423 3.22350 12.36189 0.1 0.0 0.0
H 3.62254 1.02534 15.57363 0.0 0.0 0.0
H 2.35196 -0.13162 15.11446 0.0 0.0 0.0
H 2.52328 0.37294 16.81431 0.0 0.0 0.0

=====

4.
46
Properties=species:S:1:pos:R:3:forces:R:3 method="wB97M-V/def2-TZVPD" e_lumo_ev=-8.3027 total_charge=+2
Pd -0.00430 0.03782 0.08110 -0.2 1.4 -0.8
C -3.30847 0.44772 -2.65444 0.0 0.0 0.0
C -2.41056 0.28485 -1.48050 -0.2 0.0 0.2
N -1.16631 -0.04766 -1.59191 -0.3 -0.6 -0.2
N -0.67321 -0.36165 -2.83189 0.6 0.2 0.3
C 0.62615 -0.25890 -2.84979 -0.2 -0.2 -0.3
N 1.30475 -0.49068 -3.96984 0.0 0.1 0.0
S 1.61825 0.21756 -1.44942 0.2 -0.5 0.2
C -2.92354 0.50641 -0.10240 0.2 0.0 -0.3
C -4.26804 0.65889 0.16597 0.0 0.0 0.1
C -4.67446 0.82694 1.48785 0.0 0.0 0.0
C -3.72717 0.82681 2.49403 0.0 0.0 0.0
C -2.39340 0.65442 2.14804 -0.1 0.1 0.0
N -2.00105 0.51942 0.88508 0.1 -0.5 0.2
H -2.75087 0.37396 -3.58019 0.0 0.0 0.0
H -3.81068 1.41478 -2.59453 0.0 0.0 0.0
H -4.07879 -0.32811 -2.65031 0.0 0.0 0.0
H 0.79928 -0.66909 -4.82422 0.0 0.0 0.0
H 2.30922 -0.47153 -3.99617 0.0 0.0 0.0
H -4.99155 0.63971 -0.63660 0.0 0.0 0.0
H -5.72389 0.95015 1.71986 0.0 0.0 0.0
H -4.00488 0.95142 3.53118 0.0 0.0 0.0
H -1.62087 0.61421 2.90762 0.0 0.0 0.0
N 0.98430 1.32933 1.28957 0.2 0.0 0.6
C 1.93901 1.02698 2.34495 0.1 0.1 -0.1
C 3.02297 1.87057 2.51169 0.0 0.0 0.1
C 3.89474 1.64408 3.56523 0.0 0.0 0.0
C 3.67255 0.57929 4.42824 0.0 0.0 0.0
C 2.60276 -0.27841 4.22313 0.0 0.0 0.0
C 1.72150 -0.07085 3.16670 -0.1 -0.1 -0.1
C 0.70559 -1.08210 2.79628 0.3 -0.1 0.0
C 0.09055 -1.94965 3.71939 0.0 -0.1 0.0
C -0.78233 -2.95695 3.32778 0.0 0.1 -0.1
C -1.03197 -3.20580 1.97787 0.3 0.0 0.5
C -0.40640 -2.39698 1.03819 -0.2 -0.5 -0.5
C 0.36812 -1.37519 1.49490 -0.7 0.3 0.1
H 1.39825 2.00639 0.65444 0.0 0.1 -0.1
H 0.15490 1.76226 1.68998 0.0 0.3 0.2
H 3.17522 2.71391 1.84667 0.0 0.0 0.0
H 4.74151 2.30047 3.71078 0.0 0.0 0.0
H 4.35411 0.39628 5.24724 0.0 0.0 0.0
H 2.47916 -1.14354 4.86168 0.0 0.0 0.0
H 0.28361 -1.77909 4.77218 0.0 0.0 0.0
H -1.25820 -3.56684 4.08421 0.0 0.0 0.0
H -1.66169 -4.02297 1.65460 0.0 0.0 0.0
H -0.49529 -2.61975 -0.02188 -0.2 0.1 0.0

=====

5.
68
Properties=species:S:1:pos:R:3:forces:R:3 method="wB97M-V/def2-TZVPD" e_lumo_ev=-0.6987 de_lowest_ev=1.184
Pt -0.67365 1.93193 0.83855 0.7 -1.1 -0.9
N -0.15738 1.88345 4.20699 0.0 -0.1 -0.1
C -1.10726 1.04048 3.68393 0.0 0.4 0.1
N -1.83133 0.18662 4.38330 0.1 0.3 -0.1
N -2.67279 -0.35036 3.48100 -0.2 -0.2 0.0
N -2.47956 0.13197 2.31423 -0.1 -0.1 -0.3
N -1.47564 1.03296 2.39773 0.4 -0.1 0.6
C 0.57506 2.79438 3.47404 0.0 0.0 -0.1
N 1.59355 3.48492 3.95049 -0.2 -0.2 0.0
N 2.03461 4.19451 2.89520 0.3 0.2 0.1
N 1.34316 3.95512 1.84688 -0.1 0.1 -0.2
N 0.37488 3.06811 2.17747 -0.3 0.4 0.6
H 0.06753 1.78151 5.18242 0.0 0.0 0.0
C 0.79558 2.47727 -2.76816 0.0 -0.1 0.0
C 0.29407 3.49873 -1.81896 0.0 -0.2 -0.2
N -0.38806 3.32049 -0.69783 0.6 0.5 0.3
C -0.74494 4.58863 -0.25948 -0.2 0.2 0.0
C -0.27474 5.51907 -1.11642 -0.2 0.0 0.1
N 0.37710 4.81270 -2.09499 0.0 -0.1 0.0
H 0.60887 1.48332 -2.38164 0.0 -0.1 0.0
H 1.86394 2.58506 -2.95126 0.0 0.0 0.0
H 0.26996 2.56784 -3.71986 0.0 0.0 0.0
H -1.30928 4.72591 0.64463 0.1 0.0 0.0
H -0.34130 6.58932 -1.12178 0.0 0.1 0.0
H 0.84588 5.20030 -2.89552 0.0 0.0 0.0
F 5.88442 -2.38561 -1.42132 0.0 0.0 0.0
C 5.30969 -1.43438 -2.17679 0.0 0.0 0.0
F 5.26639 -1.90943 -3.43527 0.0 0.0 0.0
F 6.12883 -0.37414 -2.17811 0.0 0.0 0.0
C 3.93047 -1.09327 -1.67636 0.0 0.0 0.0
C 2.93939 -2.06786 -1.75527 0.0 0.0 0.0
C 1.66519 -1.78636 -1.30791 0.0 0.1 0.0
C 1.36773 -0.51990 -0.79878 0.0 0.2 -0.1
C 2.37084 0.43207 -0.69277 0.0 0.1 0.1
C 3.65803 0.14870 -1.13181 0.0 -0.1 0.0
P -0.29339 -0.18592 -0.14024 -1.3 0.0 0.5
C -0.27148 -1.41988 1.21079 0.0 0.0 0.0
C 0.66884 -1.20704 2.22199 0.0 0.0 0.0
C 0.73582 -2.06052 3.30243 0.0 -0.1 0.0
C -0.14641 -3.13205 3.38684 0.0 0.0 0.0
C -1.07011 -3.36124 2.38430 0.0 0.0 0.0
C -1.13007 -2.50453 1.29225 0.1 0.0 0.0
C -0.05650 -4.04591 4.57894 0.0 0.0 0.0
F -0.03986 -3.35842 5.73092 0.0 0.0 0.0
F -1.07836 -4.91132 4.63991 0.0 0.0 0.0
F 1.07790 -4.77709 4.54861 0.0 0.0 0.0
C -1.51606 -0.80788 -1.34110 0.3 0.1 -0.3
C -2.85031 -0.87987 -0.94362 0.0 0.0 0.1
C -3.83375 -1.19646 -1.86482 0.0 0.0 -0.1
C -3.49650 -1.41754 -3.19208 0.1 0.1 0.0
C -2.17267 -1.33162 -3.60202 -0.1 -0.1 0.0
C -1.18737 -1.03104 -2.67735 0.0 0.0 0.0
C -4.55347 -1.69402 -4.22504 0.0 -0.1 0.0
F -5.75118 -1.94299 -3.67950 0.0 0.0 0.0
F -4.23164 -2.75397 -4.98987 0.0 0.0 0.0
F -4.70619 -0.64893 -5.06136 0.0 0.0 0.0
H 3.17206 -3.04389 -2.15744 0.0 0.0 0.0
H 0.90087 -2.55103 -1.34799 0.0 0.0 0.0
H 2.15968 1.39494 -0.24036 0.0 0.0 0.0
H 4.43955 0.89008 -1.04302 0.0 0.0 0.0
H 1.34420 -0.35983 2.17460 0.0 0.0 0.0
H 1.45789 -1.88625 4.08800 0.0 0.0 0.0
H -1.75719 -4.19115 2.45756 0.0 0.0 0.0
H -1.86574 -2.68489 0.52279 0.0 0.0 0.0
H -3.12243 -0.67544 0.08572 0.0 0.1 0.0
H -4.86473 -1.26177 -1.54755 0.0 0.0 0.0
H -1.91067 -1.50526 -4.63695 0.0 0.0 0.0
H -0.15997 -0.97133 -3.01187 0.0 0.0 0.0